[1]
Molecular formula: C37H23Cl2N8O5Sr
Method: DFT, ωB97M-V/def2-TZVPD

The total energy comes out at -3189.17295 Eh. The highest occupied orbital energy comes out at -3.8 eV. Its net charge is -1. The value obtained for the frontier orbital gap is 5.933 eV. The value obtained for the relative energy (zero: lowest compared OMol25 entry of this formula, charge and spin) is 190.2 kcal/mol.

Last column: Mulliken charge in e.
CARTESIAN COORDINATES (ANGSTROEM)
Sr (1.11959, 1.60404, -1.84422)  2.298
C (-1.47331, 4.06554, 4.18646)  -0.471
C (-0.25077, 3.55790, 4.63762)  -0.537
C (0.60953, 2.88221, 3.78453)  -0.248
C (0.23889, 2.76570, 2.45426)  0.505
C (0.84962, 2.05369, 1.30807)  -1.023
N (1.84741, 1.26383, 1.32169)  -0.374
C (2.20957, 0.41406, 0.26877)  -1.668
C (1.31139, -0.91013, -0.14917)  4.446
C (0.56166, -1.16407, -1.45201)  -1.072
C (0.39195, -2.42130, -1.86263)  -0.808
C (1.00235, -3.55184, -1.14956)  -0.855
C (2.03596, -3.32337, -0.34031)  -1.898
C (2.48203, -1.90971, -0.17804)  1.121
C (3.05708, -1.37090, 1.10019)  0.352
N (2.55072, -1.52024, 2.27150)  -0.831
C (1.24165, -1.97852, 2.07691)  -0.118
N (0.51324, -1.48934, 0.98784)  0.977
C (-0.77275, -1.99957, 1.01290)  -0.414
N (-1.90275, -1.81669, 0.21456)  -0.311
C (-2.23929, -0.71877, -0.34919)  0.024
N (-1.52305, 0.45377, -0.43442)  0.192
C (-2.40706, 1.46571, -0.52487)  0.230
N (-2.26648, 2.72250, -0.11624)  -0.767
C (-1.08960, 2.84388, 0.58611)  -0.046
N (0.02180, 2.30726, 0.19011)  0.650
C (-0.98342, 3.26815, 2.00599)  -0.244
C (-1.86398, 3.90468, 2.86437)  -0.526
C (-3.74541, 0.91926, -0.93567)  0.068
C (-4.93601, 1.52165, -1.28622)  -0.336
C (-6.01814, 0.69263, -1.57533)  -0.514
C (-5.90639, -0.69278, -1.47056)  -0.545
C (-4.70992, -1.28805, -1.07515)  -0.375
C (-3.63402, -0.45927, -0.83358)  -0.152
C (-0.85389, -2.79890, 2.16024)  0.301
C (-1.93945, -3.53634, 2.70179)  -0.571
C (-1.74645, -4.21543, 3.86615)  -0.577
C (-0.48642, -4.18064, 4.54945)  -0.537
C (0.56695, -3.47421, 4.05650)  -1.011
C (0.39002, -2.76344, 2.83880)  0.447
N (3.59700, -0.13690, 0.59593)  -0.634
H (-2.12992, 4.57036, 4.88393)  0.390
H (0.01741, 3.67977, 5.68014)  0.394
H (1.53652, 2.44592, 4.13330)  0.535
H (0.10848, -0.40975, -2.07865)  -0.829
H (-0.18442, -2.61057, -2.75919)  0.576
H (0.65065, -4.55635, -1.34477)  0.506
H (2.58736, -4.12316, 0.13777)  0.563
H (-2.82604, 4.25436, 2.51261)  0.497
H (-5.02298, 2.59995, -1.32849)  0.520
H (-6.96401, 1.12590, -1.87667)  0.386
H (-6.76518, -1.31486, -1.69187)  0.399
H (-4.61894, -2.36082, -0.96190)  0.532
H (-2.88975, -3.55058, 2.18439)  0.511
H (-2.55915, -4.79143, 4.29228)  0.400
H (-0.37860, -4.72775, 5.47849)  0.386
H (1.51759, -3.44135, 4.57368)  0.492
O (5.53863, -0.98294, -0.38907)  -0.631
C (4.23700, -0.52358, -0.64720)  1.436
O (3.43660, -1.57057, -1.18449)  -0.598
C (4.46273, 0.58659, -1.68294)  -1.857
O (3.37346, 0.95358, -2.53056)  -0.125
C (3.29811, 0.26598, -3.79582)  -0.356
C (2.12198, 0.75313, -4.66938)  0.300
O (2.17580, 0.45722, -5.84898)  -0.708
O (1.17678, 1.40717, -4.07319)  -0.859
H (5.52038, -1.44901, 0.45706)  0.425
H (5.30053, 0.27789, -2.30991)  0.582
H (4.74506, 1.48367, -1.13285)  0.281
H (3.17964, -0.80401, -3.60886)  0.220
H (4.21662, 0.43954, -4.35901)  0.445
Cl (-0.03928, 4.32584, -2.82095)  -0.141
C (-0.21601, 4.06536, -4.58638)  0.120
Cl (0.58125, 5.33728, -5.51425)  -0.186
H (-1.27818, 4.09640, -4.79209)  0.338
H (0.24004, 3.10482, -4.80976)  -0.097

Forces on the atoms, in the same order (eV/Å):
Sr -0.147 0.450 1.063
C 0.070 -0.039 0.000
C -0.064 0.041 0.048
C 0.005 0.018 -0.088
C 0.249 -0.100 0.054
C -0.406 0.490 -0.130
N -0.034 -0.701 0.055
C 0.023 0.428 -0.386
C -0.173 -0.105 0.246
C 0.087 0.222 -0.043
C 0.231 -0.120 0.132
C -0.112 0.119 -0.126
C 0.020 -0.023 0.012
C -0.032 -0.276 -0.113
C 0.246 0.390 0.025
N -0.441 -0.231 -0.037
C 0.278 0.125 -0.016
N 0.083 0.207 -0.129
C -0.400 0.065 -0.387
N 0.523 -0.093 0.403
C -0.283 0.329 -0.392
N -0.016 -0.062 0.359
C -0.460 -0.171 -0.196
N 0.494 -0.049 0.283
C -0.502 0.110 0.125
N 0.348 -0.048 0.513
C -0.119 -0.114 -0.246
C 0.001 0.027 0.008
C 0.241 0.208 0.066
C -0.085 0.006 -0.017
C 0.023 -0.026 0.007
C 0.055 -0.012 0.017
C -0.107 0.023 -0.030
C 0.245 -0.233 0.070
C -0.249 -0.148 0.068
C 0.135 0.093 -0.085
C 0.115 -0.033 0.122
C -0.179 -0.057 -0.034
C 0.008 0.105 -0.139
C 0.134 -0.120 0.277
N -0.129 -0.050 -0.142
H 0.004 -0.001 0.007
H 0.000 0.000 -0.003
H -0.001 0.006 0.012
H -0.285 -0.254 0.099
H -0.005 -0.037 0.006
H -0.015 0.006 -0.003
H 0.036 0.046 0.026
H 0.006 -0.004 -0.013
H 0.016 -0.004 -0.001
H 0.004 0.012 0.005
H -0.010 0.015 -0.005
H 0.003 0.005 0.002
H 0.002 0.011 -0.010
H 0.017 -0.007 0.021
H -0.017 -0.003 -0.002
H 0.004 0.003 -0.007
O -0.079 -0.087 -0.009
C 0.132 -0.030 0.029
O 0.000 -0.014 -0.004
C -0.124 0.207 -0.135
O 0.071 -0.235 -0.080
C 0.147 -0.005 0.130
C -0.194 0.165 0.144
O 0.012 -0.034 -0.063
O 0.500 -0.401 -1.350
H 0.013 0.073 0.008
H 0.042 -0.042 0.053
H 0.035 -0.023 0.019
H 0.009 -0.020 -0.081
H 0.035 -0.047 0.030
Cl -0.030 0.043 -0.097
C 0.000 0.017 0.114
Cl -0.002 0.001 0.015
H 0.003 -0.008 -0.043
H -0.008 -0.005 -0.031


[2]
Molecular formula: C3H11NO2
Method: DFT, ωB97M-V/def2-TZVPD

The total energy comes out at -326.09535 Eh. The SMILES is C=NCC.O.O. The highest occupied orbital energy comes out at -9.9 eV. The value obtained for the frontier orbital gap is 10.581 eV. The value obtained for the relative energy (zero: lowest compared OMol25 entry of this formula, charge and spin) is 22.7 kcal/mol.

Last column: Mulliken charge in e.
CARTESIAN COORDINATES (ANGSTROEM)
C (-0.23344, 2.40226, -0.33411)  -0.267
N (-0.15607, 1.21849, 0.07152)  -0.375
C (-1.17697, 0.25637, -0.29142)  -0.189
C (-2.41429, 0.75457, -1.03971)  -1.265
H (-0.97171, 2.85875, -1.00157)  0.222
H (0.54597, 3.08925, -0.02266)  0.254
H (-0.72733, -0.54421, -0.87095)  0.268
H (-1.48543, -0.27477, 0.61640)  0.313
H (-3.04871, -0.07957, -1.35248)  0.358
H (-3.03078, 1.39175, -0.40769)  0.321
H (-2.13999, 1.24851, -1.97649)  0.368
O (3.48829, -0.32586, -0.14028)  -0.657
H (3.66806, 0.60831, 0.01403)  0.317
H (2.52527, -0.36972, -0.18280)  0.332
O (1.62127, -4.34551, 2.56100)  -0.643
H (2.24762, -3.61053, 2.69596)  0.328
H (1.28824, -4.27809, 1.66125)  0.315

Forces on the atoms, in the same order (eV/Å):
C 0.395 0.708 -0.126
N -0.142 -0.432 0.029
C -0.776 -0.424 -0.103
C 0.078 -0.269 -0.182
H -0.265 -0.410 0.132
H 0.167 0.070 0.065
H 0.431 0.005 -0.248
H 0.041 0.312 0.099
H 0.154 -0.103 0.230
H 0.060 0.271 -0.139
H -0.077 0.223 0.214
O -0.140 0.088 -0.006
H 0.009 -0.100 0.002
H 0.054 0.051 0.040
O 0.331 0.317 0.271
H -0.486 -0.475 -0.311
H 0.165 0.168 0.033


[3]
Molecular formula: C6H10
Method: DFT, ωB97M-V/def2-TZVPD

The total energy comes out at -234.50021 Eh. The highest occupied orbital energy comes out at -8.1 eV. The value obtained for the frontier orbital gap is 9.214 eV. The value obtained for the relative energy (zero: lowest compared OMol25 entry of this formula, charge and spin) is 64.2 kcal/mol.

Last column: Mulliken charge in e.
CARTESIAN COORDINATES (ANGSTROEM)
C (0.01213, 0.36759, -1.33042)  -0.606
C (-0.75455, 1.11565, -0.24142)  -0.761
C (-0.00757, 0.93620, 1.13768)  -0.346
C (0.21396, -0.47025, 1.41394)  -0.331
C (0.25323, -1.42290, 0.47556)  -0.430
C (0.13553, -1.13403, -1.00822)  -0.565
H (1.00062, 0.83305, -1.36641)  0.287
H (-0.43557, 0.49736, -2.32401)  0.320
H (-1.77733, 0.66681, -0.17797)  0.270
H (-0.94193, 2.16125, -0.50624)  0.362
H (-0.35025, 1.61511, 1.90138)  0.348
H (1.23225, 1.00829, 1.81959)  0.202
H (0.70994, -0.49847, 2.39207)  0.291
H (0.39706, -2.45858, 0.77389)  0.354
H (-0.71181, -1.69134, -1.42788)  0.291
H (1.02429, -1.52575, -1.53156)  0.315

Forces on the atoms, in the same order (eV/Å):
C 0.149 0.075 0.001
C 0.727 0.238 0.253
C 1.546 0.354 0.742
C 0.097 -0.374 0.359
C -0.094 0.005 0.203
C -0.185 0.008 0.050
H 0.088 -0.188 -0.134
H 0.004 0.029 0.234
H 0.760 0.139 0.601
H 0.346 -0.068 0.067
H -1.115 -0.486 0.447
H -1.674 1.494 -3.277
H -0.795 -1.498 0.253
H 0.368 0.151 -0.074
H 0.000 0.118 0.015
H -0.224 0.004 0.259


[4]
Molecular formula: C6H10O
Method: DFT, ωB97M-V/def2-TZVPD

The total energy comes out at -309.77190 Eh. The SMILES is C[C@H]1O[C@H]2CC[C@H]21. The highest occupied orbital energy comes out at -9.6 eV. The value obtained for the frontier orbital gap is 10.707 eV. The value obtained for the relative energy (zero: lowest compared OMol25 entry of this formula, charge and spin) is 44.2 kcal/mol.

Last column: Mulliken charge in e.
CARTESIAN COORDINATES (ANGSTROEM)
C (-1.61479, 0.95429, -1.17021)  -1.304
C (-0.69802, 1.07084, 0.02135)  0.055
O (-0.94098, 0.15561, 1.11853)  -0.457
C (0.47540, 0.00127, 1.35843)  -0.111
C (0.98634, -1.38211, 1.01008)  -0.664
C (0.83507, -1.04858, -0.49003)  -0.634
C (0.73712, 0.46415, -0.12143)  -0.136
H (-1.50233, -0.03109, -1.62641)  0.276
H (-2.66275, 1.10768, -0.89788)  0.351
H (-1.32460, 1.72190, -1.89992)  0.324
H (-0.80170, 2.09468, 0.45221)  0.315
H (0.74541, 0.46748, 2.31849)  0.426
H (0.42880, -2.23517, 1.38329)  0.325
H (2.04709, -1.42242, 1.30056)  0.266
H (1.72670, -1.31723, -1.08080)  0.350
H (-0.03211, -1.43508, -1.02077)  0.197
H (1.59534, 0.83378, -0.65548)  0.422

Forces on the atoms, in the same order (eV/Å):
C -0.041 -0.108 0.065
C 0.246 -0.258 -0.587
O 0.004 -0.037 -0.008
C 0.333 -0.099 0.017
C -0.206 -0.242 0.009
C -0.034 -0.260 -0.132
C -0.573 0.180 0.302
H -0.163 0.096 -0.058
H 0.110 -0.010 -0.019
H -0.107 -0.172 0.108
H 0.750 -0.418 -0.434
H 0.179 0.052 -0.464
H 0.055 -0.132 0.242
H -0.308 -0.240 -0.116
H -0.374 0.312 0.127
H -0.104 -0.250 0.301
H 0.235 1.585 0.646


[5]
Molecular formula: C6H5P
Method: DFT, ωB97M-V/def2-TZVPD

The total energy comes out at -572.79806 Eh. The highest occupied orbital energy (alpha / beta) comes out at -9.5 / -7.3 eV. The value obtained for the frontier orbital gap (alpha / beta) is 8.601 / 6.883 eV. The value obtained for the relative energy (zero: lowest compared OMol25 entry of this formula, charge and spin) is 26.1 kcal/mol.

Last column: Mulliken charge in e.
CARTESIAN COORDINATES (ANGSTROEM)
C (1.29262, 0.76833, 0.33185)  -0.229
C (1.33440, -0.62122, 0.39829)  -0.227
C (0.10734, 1.48139, 0.13710)  -0.562
C (0.19341, -1.41930, 0.28515)  -0.565
C (-1.00634, 0.68647, 0.03751)  0.184
C (-0.96611, -0.70698, 0.11331)  0.179
P (-2.62385, -0.06375, -0.03608)  -0.114
H (2.21572, 1.31915, 0.43355)  0.350
H (2.29007, -1.10194, 0.54729)  0.349
H (0.09541, 2.55822, 0.07693)  0.357
H (0.24887, -2.49578, 0.32682)  0.357
H (-3.18154, -0.40460, -2.65173)  -0.080

Forces on the atoms, in the same order (eV/Å):
C -0.039 0.406 -0.051
C -0.008 -0.396 0.019
C 0.323 -0.148 0.015
C 0.339 0.145 -0.010
C -0.579 -1.253 0.061
C -0.649 1.238 -0.074
P 0.163 -0.131 -0.839
H 0.135 0.017 0.015
H 0.120 -0.012 0.013
H 0.001 0.095 -0.001
H -0.005 -0.090 0.028
H 0.200 0.129 0.824


[6]
Molecular formula: C2H3FO2
Method: DFT, ωB97M-V/def2-TZVPD

The total energy comes out at -328.34292 Eh. The SMILES is O=C(O)CF. The highest occupied orbital energy comes out at -10.8 eV. The value obtained for the frontier orbital gap is 11.297 eV. The value obtained for the relative energy (zero: lowest compared OMol25 entry of this formula, charge and spin) is 7.6 kcal/mol.

Last column: Mulliken charge in e.
CARTESIAN COORDINATES (ANGSTROEM)
O (-1.33397, 0.54705, -0.14822)  -0.482
C (-0.19413, 0.35385, -0.34900)  0.482
O (0.59968, 1.13136, -1.07666)  -0.457
C (0.69134, -0.48845, 0.52718)  -0.103
F (0.02493, -1.52548, 1.04636)  -0.249
H (0.19739, 1.59780, -1.86431)  0.351
H (0.96774, 0.25272, 1.31071)  0.191
H (1.50162, -0.74100, -0.13371)  0.267

Forces on the atoms, in the same order (eV/Å):
O -2.496 -0.248 -0.492
C 0.793 0.869 1.383
O 0.784 0.881 -2.648
C -0.008 1.541 -0.489
F -0.237 -0.886 0.442
H 0.062 -0.665 1.629
H 0.316 -0.757 -0.246
H 0.785 -0.735 0.422